{
  "formula": "C40H40GaN3O4P2",
  "method": "wB97M-V/def2-TZVPD",
  "de_lowest_ev": 0.292,
  "e_tot_ha": -4621.092775,
  "spin_multiplicity": 1,
  "total_charge": 0,
  "orbital_gap_ev": 7.821,
  "lumo_ha": 0.0123,
  "elements": ["Ga", "C", "P", "C", "C", "C", "C", "C", "C", "C", "C", "C", "C", "C", "C", "C", "C", "C", "C", "C", "P", "C", "C", "C", "C", "C", "C", "C", "C", "C", "C", "C", "C", "N", "H", "H", "H", "H", "H", "H", "H", "H", "H", "H", "H", "H", "H", "H", "H", "H", "H", "H", "H", "H", "H", "H", "H", "H", "H", "H", "C", "C", "O", "H", "H", "H", "C", "C", "C", "C", "C", "C", "O", "N", "C", "O", "N", "C", "O", "H", "H", "H", "H", "H", "H", "H", "H", "H", "H", "H"],
  "coordinates": [[-1.10443, -0.38999, 0.06910], [1.31102, -0.75969, 2.12709], [1.56161, -0.50187, 0.32206], [2.64768, 0.95164, 0.13384], [2.79890, 1.43597, -1.16608], [3.68256, 2.46910, -1.43838], [4.40809, 3.04656, -0.40533], [4.25161, 2.58176, 0.89371], [3.38137, 1.53323, 1.16244], [2.68114, -1.80634, -0.28566], [2.55196, -2.26775, -1.59414], [3.42883, -3.22742, -2.08645], [4.43378, -3.73444, -1.27523], [4.56964, -3.27514, 0.02845], [3.69944, -2.31503, 0.51872], [0.38994, 0.36458, 2.49315], [0.54915, 1.42171, 3.35218], [-0.49832, 2.33922, 3.07376], [-1.25329, 1.79615, 2.06478], [-2.25871, 2.46722, 1.19328], [-1.26149, 2.84164, -0.35582], [-2.35192, 3.51719, -1.67545], [-2.28462, 4.82469, -2.15850], [-3.01419, 5.20737, -3.27743], [-3.82258, 4.29577, -3.93711], [-3.88089, 2.98446, -3.48562], [-3.13888, 2.60087, -2.38003], [-0.37702, 4.29914, 0.32096], [0.99958, 4.24649, 0.50114], [1.67477, 5.29801, 1.11147], [0.97591, 6.40855, 1.55318], [-0.40551, 6.46466, 1.39630], [-1.07598, 5.41485, 0.79122], [-0.73652, 0.56178, 1.72377], [0.82079, -1.72913, 2.24768], [2.22124, -0.75455, 2.72304], [2.21803, 0.99668, -1.97042], [3.79112, 2.83438, -2.45162], [5.09036, 3.86153, -0.61141], [4.81271, 3.03248, 1.70283], [3.27350, 1.18144, 2.18031], [1.76256, -1.87769, -2.22647], [3.32136, -3.58142, -3.10403], [5.10921, -4.48917, -1.65707], [5.35318, -3.66772, 0.66424], [3.81514, -1.95927, 1.53636], [1.33611, 1.54308, 4.08190], [-0.66205, 3.30058, 3.53869], [-3.10573, 1.83125, 0.97137], [-2.61172, 3.38400, 1.66196], [-1.66179, 5.55852, -1.66758], [-2.94629, 6.22758, -3.63381], [-4.38779, 4.59727, -4.80964], [-4.48869, 2.25350, -4.00313], [-3.14769, 1.55912, -2.08253], [1.54345, 3.36868, 0.18396], [2.74773, 5.23831, 1.24615], [1.50009, 7.22736, 2.02963], [-0.95803, 7.32445, 1.75434], [-2.15427, 5.46001, 0.68798], [-4.33597, 0.05905, -0.04850], [-3.11462, -0.74153, -0.44334], [-3.28155, -1.80347, -0.99544], [-5.22133, -0.37846, -0.50887], [-4.25261, 1.10543, -0.32739], [-4.43627, 0.01273, 1.04048], [1.62794, -5.06396, 0.91441], [0.25249, -5.69355, 1.09545], [-0.87616, -4.91357, 0.39821], [-2.22049, -5.62220, 0.67611], [-3.41853, -5.01723, -0.04733], [-0.63453, -4.95822, -1.10137], [-0.48754, -5.99174, -1.70731], [-0.62801, -3.74845, -1.77582], [-0.67857, -2.53032, -1.16194], [-0.61453, -1.47078, -1.81811], [-0.76688, -2.41734, 0.17811], [-0.93505, -3.50561, 1.00330], [-1.10315, -3.36683, 2.19551], [2.38740, -5.63188, 1.45311], [1.64754, -4.04312, 1.30146], [1.92516, -5.03048, -0.13751], [-0.00240, -5.73922, 2.15447], [0.24014, -6.70754, 0.69487], [-2.37115, -5.57902, 1.75519], [-2.09448, -6.66766, 0.39113], [-3.55572, -3.96475, 0.20374], [-4.32950, -5.54923, 0.22858], [-3.31324, -5.08814, -1.13236], [-0.53356, -3.76913, -2.78097]],
  "lowdin_charge": [0.579, -0.244, 1.097, -0.344, -0.104, -0.079, -0.090, -0.087, -0.079, -0.342, -0.095, -0.075, -0.083, -0.080, -0.092, -0.382, -0.053, -0.052, -0.399, -0.256, 1.103, -0.355, -0.091, -0.084, -0.090, -0.080, -0.112, -0.371, -0.076, -0.070, -0.083, -0.079, -0.119, -0.025, 0.071, 0.086, 0.109, 0.107, 0.105, 0.107, 0.097, 0.094, 0.106, 0.105, 0.107, 0.105, 0.101, 0.106, 0.035, 0.087, 0.090, 0.103, 0.102, 0.105, 0.079, 0.069, 0.097, 0.102, 0.103, 0.108, -0.072, -0.380, 0.009, 0.087, 0.039, 0.094, -0.063, -0.165, -0.298, -0.164, -0.065, -0.400, 0.119, 0.250, -0.576, -0.020, 0.117, -0.421, 0.102, 0.084, 0.063, 0.077, 0.124, 0.122, 0.122, 0.122, 0.064, 0.078, 0.082, 0.176]
}


{
  "formula": "C40H40N2OP",
  "method": "wB97M-V/def2-TZVPD",
  "de_lowest_ev": 0.348,
  "e_tot_ha": -2074.082502,
  "spin_multiplicity": 1,
  "total_charge": 1,
  "orbital_gap_ev": 5.812,
  "lumo_ha": -0.1707,
  "elements": ["C", "C", "C", "C", "C", "C", "N", "P", "H", "N", "C", "C", "C", "C", "C", "C", "C", "C", "C", "C", "C", "C", "C", "C", "H", "H", "H", "H", "H", "H", "H", "H", "H", "H", "H", "H", "H", "H", "H", "H", "H", "H", "H", "H", "H", "H", "H", "H", "C", "O", "C", "C", "C", "C", "C", "C", "C", "C", "C", "C", "C", "C", "C", "C", "C", "C", "C", "C", "C", "H", "H", "H", "H", "H", "H", "H", "H", "H", "H", "H", "H", "H", "H", "H"],
  "coordinates": [[2.14461, -7.15885, -1.27163], [1.77756, -5.81615, -0.73854], [2.54172, -5.20627, 0.27512], [2.21879, -3.94330, 0.77338], [3.03797, -3.36985, 1.87721], [1.08490, -3.27230, 0.27329], [0.66399, -2.01280, 0.85987], [0.77560, -0.35641, 0.35498], [-0.49114, 0.22628, -0.94254], [0.72752, 0.07870, 2.06825], [1.23382, 1.18692, 2.86127], [0.42105, 2.29448, 3.18422], [-1.01042, 2.26825, 2.73069], [0.90676, 3.37162, 3.95774], [2.17878, 3.29258, 4.51590], [2.69453, 4.42859, 5.33206], [2.98067, 2.14923, 4.28314], [2.50578, 1.10770, 3.47953], [3.34467, -0.13693, 3.34434], [-0.05417, -0.88626, 2.71164], [-0.07084, -2.05864, 2.07770], [0.34116, -3.85508, -0.76052], [-0.81495, -3.05821, -1.27840], [0.68470, -5.12016, -1.27553], [1.43169, -7.46417, -2.03552], [3.13245, -7.17573, -1.76787], [2.18357, -7.90297, -0.47712], [3.42302, -5.70646, 0.68841], [2.47147, -3.19046, 2.79585], [3.81454, -4.06049, 2.11409], [3.52669, -2.40375, 1.58949], [-1.40908, 3.30194, 2.64446], [-1.05907, 1.82308, 1.71232], [-1.67236, 1.74220, 3.40991], [0.27668, 4.23427, 4.08659], [3.63630, 4.21212, 5.83155], [2.87136, 5.32650, 4.71723], [1.95549, 4.70842, 6.09530], [3.97263, 2.05390, 4.70091], [4.24211, 0.02011, 3.94531], [2.84174, -1.03056, 3.73368], [3.64133, -0.35316, 2.33515], [-0.41045, -0.70917, 3.74343], [-0.43744, -3.02076, 2.42842], [-1.28173, -3.59582, -2.14789], [-1.59676, -2.91344, -0.52678], [-0.51758, -2.07657, -1.66603], [0.11884, -5.54233, -2.11973], [-1.25489, 7.26317, -1.41133], [-1.69002, 6.19383, -0.48818], [-1.61312, 4.90633, -0.91540], [-2.10849, 3.94684, -0.02110], [-2.02879, 2.56133, -0.34746], [-1.40932, 2.11394, -1.51386], [-1.29213, 0.63787, -1.71688], [-0.71919, 0.19083, -3.05882], [-1.49790, -0.83565, -3.58989], [-1.10558, -1.52279, -4.77346], [0.03305, -1.07005, -5.45657], [0.77187, 0.00786, -4.95627], [0.39660, 0.62770, -3.75174], [-2.67412, -1.04284, -2.77608], [-2.65605, -0.09784, -1.74313], [-3.80492, 0.02706, -0.94074], [-4.82094, -0.97911, -1.08976], [-4.76050, -1.99003, -2.02647], [-3.67821, -2.00450, -2.90116], [-0.92135, 3.09545, -2.40031], [-0.97880, 4.48903, -2.09848], [-1.45877, 8.16877, -0.84483], [-0.19583, 7.13836, -1.62520], [-1.85533, 7.18243, -2.32688], [-2.55272, 4.26243, 0.86772], [-2.49464, 1.86818, 0.29416], [-1.71197, -2.34595, -5.10723], [0.33535, -1.56091, -6.41828], [1.65398, 0.37544, -5.47513], [1.00053, 1.44954, -3.30604], [-3.93854, 0.85273, -0.24359], [-5.68816, -0.91351, -0.40854], [-5.54991, -2.75820, -2.10149], [-3.59341, -2.72578, -3.68473], [-0.52249, 2.86371, -3.37164], [-0.59378, 5.19446, -2.79556]],
  "lowdin_charge": [-0.048, -0.249, 0.012, -0.202, -0.038, -0.192, -0.201, 1.297, -0.008, -0.197, -0.180, -0.183, -0.039, 0.014, -0.248, -0.048, 0.017, -0.190, -0.038, -0.123, -0.093, -0.189, -0.031, 0.020, 0.077, 0.097, 0.088, 0.129, 0.079, 0.071, 0.087, 0.087, 0.050, 0.091, 0.123, 0.079, 0.096, 0.091, 0.117, 0.085, 0.079, 0.060, 0.157, 0.148, 0.105, 0.099, 0.059, 0.127, -0.023, -0.093, -0.282, 0.027, -0.050, -0.181, -0.179, -0.160, -0.149, 0.008, -0.069, -0.068, -0.041, -0.165, -0.097, 0.010, -0.071, -0.079, -0.018, 0.006, 0.016, 0.093, 0.087, 0.099, 0.093, 0.067, 0.104, 0.122, 0.106, 0.123, 0.094, 0.111, 0.119, 0.106, 0.094, 0.094]
}